P) # C10H15N2O

An isolated ion of composition C10H15N2O and charge +1 (ωB97M-V with the def2-TZVPD basis set, the Open Molecules 2025 dataset).

Element x y z (Å)
C (-2.874, 0.602, -1.164)
C (-3.442, 1.622, -0.463)
C (-2.868, -0.484, -0.263)
C (-3.616, -0.175, 0.805)
C (-1.258, -2.389, -0.235)
C (-0.162, -0.450, 0.143)
C (0.849, 1.429, -0.949)
C (2.457, -0.463, -0.200)
C (1.232, 0.849, 1.493)
C (1.105, 0.296, 0.044)
N (-2.414, -1.792, -0.465)
N (-0.069, -1.833, 0.051)
O (-3.891, 1.188, 0.744)
H (-2.428, 0.617, -2.127)
H (-3.862, 2.602, -0.858)
H (-1.204, -3.432, -0.046)
H (-3.778, -0.742, 1.676)
H (1.789, 1.961, -1.045)
H (0.031, 2.043, -0.713)
H (0.635, 1.022, -1.971)
H (2.460, -1.147, 0.563)
H (2.596, -1.058, -1.177)
H (3.405, 0.139, -0.089)
H (0.321, 1.305, 1.723)
H (2.023, 1.652, 1.403)
H (1.521, 0.176, 2.263)
H (-3.194, -2.547, -0.312)
H (0.804, -2.447, 0.092)

## Properties
E_HOMO: -12.414 eV
LUMO energy: -0.1773 Eh
Net charge: +1
Orbital gap: 0.2789 Eh

natural (NBO) charges, unit e, in atom order: -0.32 0.14 0.04 0.09 0.45 0.31 -0.58 -0.64 -0.58 -0.24 -0.46 -0.64 -0.38 0.25 0.24 0.22 0.21 0.23 0.23 0.21 0.19 0.22 0.25 0.23 0.24 0.22 0.45 0.43



Q) # C10H15N2O

A 2-piece molecular cluster, C10H15N2O overall (ωB97M-V with the def2-TZVPD basis set, the Open Molecules 2025 dataset).

Element x y z (Å)
C (-2.648, -1.900, 1.698)
C (-2.618, -1.251, 0.488)
C (-1.525, -1.906, 2.551)
C (-1.461, -0.643, 0.103)
C (-0.381, -1.352, 2.081)
C (-0.288, -0.742, 0.845)
C (0.248, 2.624, -0.144)
C (1.562, -1.881, -1.588)
C (1.330, -0.364, -1.167)
C (1.016, -0.302, 0.296)
N (-0.461, 3.208, 0.838)
N (0.500, 3.439, -1.185)
O (2.002, 0.025, 1.050)
H (-3.617, -2.231, 2.097)
H (-3.519, -1.062, -0.166)
H (-1.530, -2.339, 3.537)
H (-1.219, -0.263, -0.899)
H (0.561, -1.530, 2.592)
H (0.481, -2.226, -1.619)
H (2.180, -2.533, -0.967)
H (2.055, -1.845, -2.567)
H (0.411, -0.119, -1.740)
H (2.142, 0.323, -1.409)
H (-0.461, 2.917, 1.761)
H (-1.169, 4.000, 0.568)
H (0.977, 3.170, -1.969)
H (0.231, 4.429, -1.210)
H (2.912, 0.048, 0.752)

## Properties
E_HOMO: -11.634 eV
LUMO energy: -0.1685 Eh
Net charge: +1
Orbital gap: 0.2590 Eh

natural (NBO) charges, unit e, in atom order: -0.12 -0.23 -0.21 -0.11 -0.12 -0.24 0.17 -0.60 -0.52 0.75 -0.82 -0.79 -0.59 0.24 0.25 0.24 0.22 0.23 0.23 0.23 0.24 0.26 0.24 0.40 0.37 0.39 0.37 0.53



Least stable structure: P)